A structure of composition FNO4S. Source: the Open Molecules 2025 dataset; level of theory: ωB97M-V with the def2-TZVPD basis set.

For the LUMO energy (alpha / beta), the calculation gives -3.2 / -2.3 eV. The total energy comes out at -853.45285 a.u. The HOMO energy (alpha / beta) comes out at -11.03 / -10.52 eV.

ORCA input file:
```
! wB97M-V def2-TZVPD RIJCOSX def2/J DEFGRID3
* xyz 0 1
N 0.7013 0.8453 -0.7605
O 1.7482 0.4262 -1.0891
O 0.0874 1.8171 -0.7780
O 0.1994 -1.7950 2.0349
O -1.5171 0.4104 0.9177
F -0.7961 -1.3031 -0.8312
S -0.4231 -0.4010 0.5063
*
```

Here are the natural (NBO) charges for atoms 1 to 5, given in e: 0.485 -0.258 -0.235 -0.412 -0.794

A structure of composition FTiV. Source: the Open Molecules 2025 dataset; level of theory: ωB97M-V with the def2-TZVPD basis set.

For the LUMO energy (alpha / beta), the calculation gives -18.8 / -16.9 eV. The total energy comes out at -1891.71081 a.u. The HOMO energy (alpha / beta) comes out at -24.05 / -36.29 eV. As for the expectation value of S²: 8.767.

ORCA input file:
```
! wB97M-V def2-TZVPD RIJCOSX def2/J DEFGRID3
* xyz 3 6
Ti 20.9790 2.4694 -1.0429
V 20.8285 -0.7128 -1.2636
F 20.8957 0.8236 -1.3379
*
```

So, what does the natural (NBO) scheme give us? The charges, in e, come out as: 1.880 1.669 -0.549